Density functional theory data (ωB97M-V/def2-TZVPD) for a 2-piece molecular cluster, C3H5Cl2NO3 overall.

E_HOMO (alpha / beta) (eV): -10.9 / -8.4
Kohn-Sham gap (alpha / beta) (eV): 11.46 / 7.03
Lowest unoccupied orbital energy (alpha / beta) (eV): 0.60 / -1.42

Last columns: bonded neighbours and bond lengths (Å).
Atoms and positions in Å:
1 N -0.2284 -0.3002 1.1886  O2 1.171
2 O 0.3308 0.7148 1.3553  N1 1.171
3 C -5.2850 -2.5281 1.0669  C4 1.503, H10 1.091, H11 1.096, H12 1.079
4 C -5.0153 -2.4731 -0.4109  C3 1.503, C5 1.524, Cl9 1.762, H13 1.086
5 C -3.5278 -2.6497 -0.6897  C4 1.524, O6 1.441, Cl8 1.795, H14 1.101
6 O -3.0313 -1.3813 -0.2191  C5 1.441, O7 1.344
7 O -1.6911 -1.4466 -0.1393  O6 1.344
8 Cl -3.1798 -2.9543 -2.4246  C5 1.795
9 Cl -5.5232 -0.9181 -1.0652  C4 1.762
10 H -4.9026 -3.4548 1.4975  C3 1.091
11 H -4.8046 -1.6801 1.5672  C3 1.096
12 H -6.3484 -2.5170 1.2505  C3 1.079
13 H -5.5876 -3.2435 -0.9196  C4 1.086
14 H -3.0538 -3.4740 -0.1351  C5 1.101

---

Density functional theory data (ωB97M-V/def2-TZVPD) for a 2-piece molecular cluster, C3H5Cl3 overall.

E_HOMO (eV): -9.2
Kohn-Sham gap (eV): 9.81
Lowest unoccupied orbital energy (eV): 0.63

Last columns: bonded neighbours and bond lengths (Å).
Atoms and positions in Å:
1 C -1.1212 0.6495 0.6533  C3 1.528, H7 1.123, H8 1.107, H9 1.010
2 C 1.3488 -0.1552 -0.9306  Cl4 1.719, H10 1.044, H11 1.147
3 C -0.3958 -0.6251 0.2253  C1 1.528, Cl5 1.809, Cl6 1.774
4 Cl 2.1941 1.1587 -0.2134  C2 1.719
5 Cl 0.2267 -1.6652 1.5676  C3 1.809
6 Cl -1.3013 -1.6222 -0.9296  C3 1.774
7 H -1.1127 0.8073 1.7646  C1 1.123
8 H -0.4346 1.4796 0.3997  C1 1.107
9 H -2.0248 0.7767 0.2213  C1 1.010
10 H 1.9928 -0.9746 -0.9976  C2 1.044
11 H 0.6281 0.1705 -1.7607  C2 1.147

---

Density functional theory data (ωB97M-V/def2-TZVPD) for a 2-piece molecular cluster, C3H5ClN2 overall.

E_HOMO (eV): -9.0
Structure (SMILES): N=C=CCl.C=N
Kohn-Sham gap (eV): 9.35
Lowest unoccupied orbital energy (eV): 0.34

Last columns: bonded neighbours and bond lengths (Å).
Atoms and positions in Å:
1 N 1.1464 -1.9678 1.3618  C2 1.178, H5 1.017
2 C 0.6047 -2.2674 0.3593  N1 1.178, C3 1.299
3 C 0.2030 -2.6891 -0.8016  C2 1.299, Cl4 1.815, H6 1.085
4 Cl 0.5087 -1.7229 -2.3077  C3 1.815
5 H 0.8937 -1.3271 2.1098  N1 1.017
6 H -0.6023 -3.3827 -1.0223  C3 1.085
7 C -1.1842 1.0746 -0.1876  N8 1.284, H9 1.079, H10 1.084
8 N -2.1163 1.9504 -0.0736  C7 1.284, H11 0.963
9 H -1.2675 0.5122 -1.1047  C7 1.079
10 H -0.4805 0.9472 0.6275  C7 1.084
11 H -2.0785 2.6057 0.6308  N8 0.963

---

Density functional theory data (ωB97M-V/def2-TZVPD) for one molecule with the formula C3H5ClN2.

E_HOMO (eV): -8.4
Structure (SMILES): [H]/N=C/N/C=C\Cl
Kohn-Sham gap (eV): 9.30
Lowest unoccupied orbital energy (eV): 0.88

Last columns: bonded neighbours and bond lengths (Å).
Atoms and positions in Å:
1 H 0.6052 3.1287 -0.9934  N2 1.019
2 N 0.3676 2.1764 -1.2673  H1 1.019, C3 1.273
3 C 0.2955 1.4520 -0.2226  N2 1.273, N4 1.350, H8 1.094
4 N -0.0506 0.1536 -0.3562  C3 1.350, C5 1.368, H9 1.021
5 C 0.0230 -0.7613 0.6584  N4 1.368, C6 1.358, H10 1.126
6 C -0.4268 -2.0391 0.5608  C5 1.358, Cl7 1.758, H11 1.077
7 Cl -1.1964 -2.7423 -0.8548  C6 1.758
8 H 0.4584 1.7966 0.8027  C3 1.094
9 H -0.4106 -0.1376 -1.2657  N4 1.021
10 H 0.5568 -0.3282 1.5507  C5 1.126
11 H -0.2220 -2.6988 1.3875  C6 1.077

---

Density functional theory data (ωB97M-V/def2-TZVPD) for one molecule with the formula C3H5ClN2O.

E_HOMO (eV): -8.5
Structure (SMILES): N/C=C(/Cl)C(N)=O
Kohn-Sham gap (eV): 9.33
Lowest unoccupied orbital energy (eV): 0.87

Last columns: bonded neighbours and bond lengths (Å).
Atoms and positions in Å:
1 N 1.1663 -0.8359 1.5862  C2 1.353, H8 1.005, H9 1.012
2 C 0.3684 0.2335 1.3594  N1 1.353, C3 1.353, H10 1.109
3 C -0.2426 0.6062 0.2117  C2 1.353, Cl4 1.736, C5 1.460
4 Cl -1.1392 2.0892 0.3087  C3 1.736
5 C -0.1756 -0.1589 -1.0299  C3 1.460, N6 1.392, O7 1.254
6 N -0.8772 0.3250 -2.1309  C5 1.392, H11 1.012, H12 1.023
7 O 0.4329 -1.2523 -1.1158  C5 1.254
8 H 1.3987 -1.1195 2.5222  N1 1.005
9 H 1.3110 -1.5796 0.9150  N1 1.012
10 H 0.2833 0.8663 2.2667  C2 1.109
11 H -1.0318 -0.3007 -2.9106  N6 1.012
12 H -1.4942 1.1268 -1.9827  N6 1.023

---

Density functional theory data (ωB97M-V/def2-TZVPD) for one molecule with the formula C3H5ClN2O.

E_HOMO (eV): -9.0
Structure (SMILES): [H]/N=C\N(O)/C=C\Cl
Kohn-Sham gap (eV): 9.62
Lowest unoccupied orbital energy (eV): 0.61

Last columns: bonded neighbours and bond lengths (Å).
Atoms and positions in Å:
1 H -0.8449 1.7604 -1.7944  N2 1.041
2 N 0.1708 1.9270 -1.6376  H1 1.041, C3 1.262
3 C 0.4533 1.0575 -0.7682  N2 1.262, N4 1.401, H9 1.083
4 N -0.4160 0.2260 -0.0506  C3 1.401, O5 1.418, C6 1.382
5 O -1.6995 0.2082 -0.6519  N4 1.418, H10 0.996
6 C -0.0612 -1.0387 0.3797  N4 1.382, C7 1.344, H11 1.083
7 C 0.8619 -1.2972 1.3218  C6 1.344, Cl8 1.707, H12 1.069
8 Cl 1.7858 -0.1267 2.1527  C7 1.707
9 H 1.4906 0.8708 -0.5196  C3 1.083
10 H -2.2578 0.6288 0.0583  O5 0.996
11 H -0.6003 -1.8982 0.0005  C6 1.083
12 H 1.1173 -2.3179 1.5095  C7 1.069

---

Density functional theory data (ωB97M-V/def2-TZVPD) for one molecule with the formula C3H5ClN2O2S.

E_HOMO (eV): -9.0
Kohn-Sham gap (eV): 7.75
Lowest unoccupied orbital energy (eV): -1.20

Last columns: bonded neighbours and bond lengths (Å).
Atoms and positions in Å:
1 C 0.7922 0.6671 -0.0017  C3 1.501, N4 1.332, O6 1.220
2 C 1.0480 -1.7002 0.3465  N4 1.438, O7 1.340, H10 1.143, H11 1.143
3 C -0.6899 0.6151 -0.2313  C1 1.501, N5 1.291, S8 1.689
4 N 1.4375 -0.3372 0.5901  C1 1.332, C2 1.438, H12 1.002
5 N -1.2353 1.7815 -0.3238  C3 1.291, H13 1.032, H14 1.025
6 O 1.3272 1.7534 -0.1540  C1 1.220
7 O 0.0926 -1.8454 -0.5825  C2 1.340, S8 1.810
8 S -1.4331 -0.8729 -0.5239  C3 1.689, O7 1.810, Cl9 2.331
9 Cl -3.5363 0.0459 -0.1190  S8 2.331
10 H 0.7559 -2.3696 1.2259  C2 1.143
11 H 1.9742 -2.1237 -0.1727  C2 1.143
12 H 2.4156 -0.1433 0.4888  N4 1.002
13 H -2.2116 1.9452 -0.6166  N5 1.032
14 H -0.7370 2.5842 0.0742  N5 1.025

---

Density functional theory data (ωB97M-V/def2-TZVPD) for a 2-piece molecular cluster, C3H5ClN2O3 overall.

E_HOMO (eV): -10.3
Structure (SMILES): C[N+](=O)[O-].[O-][N+]#CCCl
Kohn-Sham gap (eV): 10.24
Lowest unoccupied orbital energy (eV): -0.02

Last columns: bonded neighbours and bond lengths (Å).
Atoms and positions in Å:
1 C 1.0871 -0.2991 -1.1841  N2 1.481, H5 1.166, H6 1.140, H7 1.094
2 N 2.3623 0.2899 -0.7136  C1 1.481, O3 1.215, O4 1.191
3 O 3.3805 -0.1836 -1.1773  N2 1.215
4 O 2.3718 1.1632 0.0967  N2 1.191
5 H 0.5743 -0.9474 -0.3624  C1 1.166
6 H 0.4762 0.6501 -1.3418  C1 1.140
7 H 1.3466 -0.8776 -2.0754  C1 1.094
8 O -0.6216 -2.3748 2.1396  N9 1.194
9 N -1.2006 -1.4073 1.7481  O8 1.194, C10 1.183
10 C -1.3399 -0.4074 1.1309  N9 1.183, C11 1.438
11 C -1.9349 0.8379 0.7264  C10 1.438, Cl12 1.773, H13 1.120, H14 1.113
12 Cl -2.9793 0.7308 -0.7021  C11 1.773
13 H -2.3953 1.4559 1.5397  C11 1.120
14 H -1.1273 1.3695 0.1755  C11 1.113

---

Density functional theory data (ωB97M-V/def2-TZVPD) for one molecule with the formula C3H5ClN2S.

E_HOMO (alpha / beta) (eV): -8.9 / -9.1
<S²>: 2.02
2S+1: 3
Kohn-Sham gap (alpha / beta) (eV): 9.71 / 6.29
Lowest unoccupied orbital energy (alpha / beta) (eV): 0.79 / -2.85

Last columns: bonded neighbours and bond lengths (Å).
Atoms and positions in Å:
1 C 0.9916 1.3936 -0.8445  N4 1.265, S6 1.777, H8 1.045
2 C -0.1548 -0.5730 -0.2214  C3 1.604, N4 1.487, N5 1.369, H9 1.117
3 C -1.3539 -0.2340 0.7892  C2 1.604, H10 1.167, H11 1.036, H12 1.027
4 N -0.0153 0.6560 -1.0473  C1 1.265, C2 1.487
5 N 0.9313 -1.0570 0.4564  C2 1.369, Cl7 1.698
6 S 2.0978 1.2887 0.5420  C1 1.777
7 Cl 2.1140 -1.8384 -0.4778  N5 1.698
8 H 0.9487 2.2973 -1.3670  C1 1.045
9 H -0.5429 -1.3825 -0.8854  C2 1.117
10 H -2.3975 0.0697 0.3635  C3 1.167
11 H -1.2070 0.5391 1.4623  C3 1.036
12 H -1.4121 -1.1597 1.2299  C3 1.027

---

Density functional theory data (ωB97M-V/def2-TZVPD) for one molecule with the formula C3H5ClNOP.

E_HOMO (alpha / beta) (eV): -6.4 / -11.0
<S²>: 2.01
2S+1: 3
Kohn-Sham gap (alpha / beta) (eV): 6.58 / 6.69
Lowest unoccupied orbital energy (alpha / beta) (eV): 0.15 / -4.28

Last columns: bonded neighbours and bond lengths (Å).
Atoms and positions in Å:
1 C 3.8562 -1.1596 0.0720  N4 1.162, P6 1.803
2 C -0.1539 -0.8034 0.3157  C3 1.500, H8 1.153, H9 1.195, H10 1.111
3 C 0.3853 0.2665 -0.5862  C2 1.500, O5 1.388, H11 1.136, H12 1.240
4 N 4.5112 -2.0742 -0.2187  C1 1.162
5 O 1.7575 0.1286 -0.7385  C3 1.388, P6 1.837
6 P 2.9162 0.2530 0.6814  C1 1.803, O5 1.837, Cl7 2.040
7 Cl 4.4618 1.4272 0.0549  P6 2.040
8 H -0.7038 -1.6541 -0.2350  C2 1.153
9 H 0.7537 -1.3657 0.8533  C2 1.195
10 H -0.8690 -0.3639 1.0441  C2 1.111
11 H 0.1693 1.2471 -0.0547  C3 1.136
12 H 0.0287 0.4797 -1.7544  C3 1.240